(1)
112
Properties=species:S:1:pos:R:3:lowdin_charge:R:1 method="wB97M-V/def2-TZVPD" e_homo_ev="-9.8614 / -9.8861" charge=+1 orbital_gap_ev="7.650 / 6.452" multiplicity=3 total_energy_ev=-116136.2074
Sb -7.488 0.315 15.950 0.7807
Ni -10.139 -1.644 17.026 0.6920
Si -7.776 -0.105 13.224 0.3983
Si -8.138 2.456 17.388 0.3344
Si -4.847 1.147 15.896 0.3833
N -11.832 -0.685 18.869 0.0891
N -11.611 -0.590 17.400 0.0157
N -9.737 -1.882 19.577 0.0256
N -11.693 -3.290 18.644 0.0488
N -11.102 -3.321 17.373 0.0189
N -8.967 -2.380 18.489 0.0309
C -12.501 -5.026 17.600 0.0248
C -5.300 -2.270 18.217 -0.0483
C -11.557 -4.412 16.737 -0.2057
C -13.487 -4.523 19.975 -0.0143
C -3.657 -0.131 15.299 -0.2237
C -13.541 0.209 20.450 -0.0127
C -7.654 -2.323 18.874 -0.2420
C -12.971 -0.027 19.105 -0.3105
C -6.894 -1.852 13.185 -0.2255
C -9.508 -0.266 12.570 -0.2342
C -7.593 -1.854 20.224 0.0398
C -6.437 -4.389 18.929 -0.0305
C -6.585 -3.073 18.113 -0.5344
C -9.562 -1.374 21.998 -0.0046
C -7.077 -3.329 16.677 -0.0683
C -12.809 0.345 15.355 -0.5357
C -8.941 -1.620 20.635 -0.2342
C -12.195 -5.331 14.475 -0.0271
C -12.639 -4.258 18.751 -0.2487
C -10.056 -4.024 14.853 -0.0416
C -11.067 -5.008 15.428 -0.5496
C -13.483 0.499 17.915 0.0375
C -10.344 -6.281 15.849 -0.0394
C -7.299 4.116 16.738 -0.2194
C -12.828 -1.053 14.681 -0.0290
C -9.942 2.873 17.736 -0.2324
C -11.709 1.284 14.865 -0.0623
C -4.770 2.537 14.596 -0.2359
C -6.767 1.050 12.085 -0.2294
C -7.304 2.106 19.061 -0.2384
C -12.610 0.143 16.848 -0.1991
C -4.366 1.762 17.634 -0.2055
C -14.130 1.061 15.101 -0.0509
B -11.320 -2.062 19.566 -0.4160
H -6.709 1.168 19.032 0.0108
H -4.091 3.260 15.034 0.0185
H -11.857 -1.528 14.638 0.0384
H -7.526 4.906 17.440 0.0168
H -5.678 3.104 14.290 0.0227
H -3.919 -1.067 15.777 -0.0054
H -10.656 0.953 14.978 0.0444
H -14.914 0.474 15.635 0.1041
H -14.106 -3.603 20.217 0.0940
H -5.763 0.627 11.911 0.0309
H -9.728 0.668 12.039 0.0353
H -13.503 -1.816 15.102 0.0989
H -8.134 -3.311 16.528 0.0087
H -6.411 -2.092 12.234 0.0334
H -6.082 -1.936 13.866 -0.0197
H -4.837 -2.568 19.159 0.0850
H -2.601 0.113 15.589 0.0636
H -3.683 -0.319 14.220 0.0339
H -6.205 4.032 16.807 0.0037
H -13.154 -0.884 13.651 0.0927
H -8.028 2.100 19.849 0.0163
H -14.198 1.097 20.357 0.0933
H -9.047 -4.482 14.664 0.1037
H -10.970 -7.030 16.385 0.0989
H -12.757 0.355 21.261 0.1078
H -6.681 -4.291 16.297 0.1050
H -7.568 4.457 15.735 0.0221
H -4.228 2.122 13.688 0.0465
H -14.073 2.045 15.562 0.0861
H -9.845 -3.201 15.565 0.0185
H -6.703 -2.582 15.961 0.0168
H -10.345 -0.421 13.327 0.0079
H -9.512 -5.995 16.454 0.0717
H -4.142 0.924 18.227 0.0001
H -7.677 -2.604 13.314 0.0094
H -14.227 1.268 17.824 0.1098
H -11.789 -5.749 13.557 0.0969
H -12.805 -4.687 20.863 0.1019
H -6.816 -1.914 20.941 0.1061
H -12.826 -6.051 14.999 0.0850
H -5.488 -1.124 18.152 0.0788
H -7.295 1.046 11.100 0.0383
H -10.433 -3.546 13.954 0.0813
H -5.509 -4.915 18.677 0.0910
H -10.604 -1.081 21.823 0.0482
H -10.007 3.815 18.355 0.0563
H -11.837 -2.244 20.597 0.1036
H -9.477 -2.326 22.591 0.1113
H -14.105 -5.433 19.754 0.0971
H -12.867 -6.034 17.405 0.1181
H -8.995 -0.575 22.528 0.0960
H -10.292 2.045 18.409 0.0247
H -9.921 -6.797 14.927 0.1173
H -11.718 2.259 15.428 0.0841
H -6.784 2.104 12.399 0.0147
H -3.407 2.299 17.562 0.0497
H -4.627 -2.554 17.383 0.0858
H -14.291 1.152 14.002 0.1075
H -7.258 -5.102 18.668 0.0965
H -14.218 -0.662 20.655 0.1009
H -5.122 2.419 18.101 -0.0087
H -9.596 -1.103 11.895 0.0301
H -6.526 -4.198 20.013 0.0861
H -12.835 -4.465 14.296 0.0858
H -10.599 3.013 16.872 -0.0043
H -11.803 1.599 13.817 0.0948
H -6.608 2.927 19.274 0.0301

(2)
114
Properties=species:S:1:pos:R:3:lowdin_charge:R:1 method="wB97M-V/def2-TZVPD" e_homo_ev=-10.4253 charge=+1 orbital_gap_ev=5.562 multiplicity=1 total_energy_ev=-136612.5089
Br 4.263 3.413 1.774 1.0213
P 0.721 7.394 0.794 0.9159
O -0.564 1.620 -0.773 0.1565
O 8.715 5.745 4.039 -0.1715
O -0.331 2.901 -2.576 0.1712
O 6.596 1.645 -2.272 0.1410
O 0.122 7.844 -0.650 -0.2907
O -0.727 -1.449 -5.066 -0.1546
O -0.989 -2.932 2.615 -0.1524
O -8.306 -8.512 0.929 -0.1585
O -5.918 -4.274 -1.688 -0.1720
O 6.402 3.429 -0.912 -0.0451
N 2.325 5.128 0.987 0.0690
C -1.284 -2.751 -4.996 -0.2742
C -0.641 -2.283 1.410 -0.2765
C 7.834 3.595 -0.919 -0.2022
C 0.843 3.479 -0.519 -0.0155
C -9.547 -8.248 1.557 -0.2840
C -3.505 -3.841 -1.491 -0.0818
C -8.038 -7.778 -0.252 -0.2820
C -0.618 -0.765 1.487 -0.0767
C 1.211 5.653 0.436 -0.3244
C 4.407 2.428 -1.685 -0.0887
C 8.176 4.739 0.016 -0.0582
C -4.720 -4.620 -1.019 -0.2754
C -5.685 -5.902 -3.527 -0.0690
C 9.157 4.614 4.771 -0.2789
C 3.907 1.344 -0.720 -0.1785
C -3.430 -2.922 2.235 -0.0792
C -2.261 -2.618 3.156 -0.2738
C -1.367 -0.455 -4.289 -0.2759
C -10.759 -8.541 0.690 -0.0803
C 8.870 7.351 5.905 -0.0751
C 8.043 6.745 4.785 -0.2886
C 2.731 3.849 0.827 -0.5868
C -2.735 -2.835 -5.436 -0.0798
C -0.077 2.575 -1.304 -0.4671
C 5.918 2.443 -1.686 -0.5144
C 2.027 2.964 0.043 -0.1586
C -1.397 -0.754 -2.801 -0.0748
C 0.446 4.801 -0.330 0.0208
C -5.932 -4.467 -3.092 -0.2708
C 2.479 1.547 -0.178 -0.1229
C 8.043 3.838 5.452 -0.0766
C -8.015 -6.271 -0.068 -0.0707
C 2.395 8.130 0.800 -0.2622
H 0.357 -2.653 1.171 0.1205
H 7.794 7.517 4.057 0.1149
H -1.973 -1.655 -2.585 0.0451
H -4.907 -4.401 0.032 0.1047
H -4.538 -5.699 -1.086 0.1154
H -7.280 -5.989 0.687 0.0831
H -7.055 -8.122 -0.576 0.1156
H -4.370 -2.703 2.742 0.0829
H -8.745 -8.054 -1.044 0.1080
H 2.905 5.723 1.567 0.1236
H 8.307 8.146 6.394 0.0790
H 9.101 5.224 -0.290 0.0832
H 8.308 2.675 -0.585 0.1284
H 3.897 0.401 -1.265 0.1303
H -4.692 -6.253 -3.242 0.0691
H -8.984 -5.881 0.247 0.0709
H -3.399 -2.326 1.321 0.0616
H 9.922 4.902 5.499 0.1105
H -3.397 -2.255 -4.791 0.0611
H 8.307 4.408 1.045 0.0694
H -3.070 -3.873 -5.407 0.0751
H -7.747 -5.782 -1.002 0.0561
H 7.396 5.501 0.009 0.0752
H 7.530 4.433 6.208 0.0676
H -0.664 -3.355 -5.657 0.1208
H 2.294 9.208 0.705 0.0556
H 0.068 -0.431 2.270 0.0803
H -2.848 -2.464 -6.456 0.0841
H -1.602 -0.349 1.705 0.0730
H 7.302 3.510 4.720 0.0689
H 7.094 6.360 5.178 0.1034
H -2.629 -4.114 -0.901 0.0753
H -11.673 -8.365 1.258 0.0765
H -10.794 -7.905 -0.196 0.0649
H -6.928 -4.154 -3.406 0.1215
H -2.382 -0.266 -4.657 0.1127
H -5.763 -5.978 -4.612 0.0792
H 9.795 7.773 5.510 0.0846
H -3.680 -2.768 -1.381 0.0773
H 4.115 2.184 -2.706 0.1354
H -1.856 0.069 -2.259 0.0648
H -0.385 -0.906 -2.418 0.0817
H -3.273 -4.037 -2.540 0.0564
H -5.220 -3.792 -3.580 0.0929
H 0.160 3.679 -2.868 0.1316
H -1.167 -3.164 -3.987 0.1030
H -9.559 -8.896 2.434 0.1179
H -0.793 0.455 -4.472 0.1100
H -2.336 -3.222 4.059 0.1206
H -6.419 -6.572 -3.079 0.0715
H -9.581 -7.216 1.925 0.1062
H -1.299 -2.603 0.594 0.0945
H 1.765 1.044 -0.821 0.1132
H 4.603 1.196 0.105 0.0876
H 2.887 7.913 1.751 0.0447
H -10.750 -9.580 0.358 0.0813
H -0.294 -0.358 0.533 0.0412
H 3.022 7.755 -0.012 0.0549
H -2.294 -1.569 3.476 0.1076
H 9.649 3.978 4.035 0.1170
H 8.169 3.805 -1.933 0.1288
H 0.675 7.626 -1.411 0.0743
H 2.395 1.039 0.788 0.1367
H 9.133 6.616 6.666 0.0686
H -3.424 -3.974 1.949 0.0784
H 8.453 2.958 5.948 0.0806
H -0.482 5.158 -0.759 0.1389
H 4.062 3.427 -1.422 0.1030

(3)
116
Properties=species:S:1:pos:R:3:lowdin_charge:R:1 method="wB97M-V/def2-TZVPD" e_homo_ev=-9.7948 charge=+1 orbital_gap_ev=5.690 multiplicity=1 total_energy_ev=-70543.8346
S 6.330 4.468 -0.104 1.1175
O 0.170 -2.662 6.854 -0.1881
O 1.072 -4.753 2.434 -0.1924
O -6.203 -2.075 -6.304 -0.1766
O 3.884 3.144 -0.207 -0.1722
O 1.798 2.955 -3.331 -0.1833
O 0.597 -1.578 -0.731 -0.1933
O -1.749 4.914 -5.327 -0.1727
O -2.699 -0.411 -3.986 -0.2003
O -2.660 0.812 7.412 -0.1992
N -2.744 -2.141 7.917 -0.0535
N 1.649 -1.820 2.215 -0.0470
N -3.064 -2.013 -6.492 -0.0534
N -0.809 4.127 -2.430 -0.0519
C -2.666 -0.609 -6.409 -0.2077
C -0.465 2.707 -2.473 -0.1992
C -2.154 4.425 -2.927 -0.1887
C 4.659 0.965 0.919 -0.0041
C 6.115 0.330 -1.701 -0.0398
C -3.348 0.745 6.172 -0.1155
C -2.457 4.104 -4.398 -0.2114
C 5.471 -0.309 0.795 -0.0332
C -3.363 0.179 8.484 -0.2059
C 8.365 2.318 0.599 0.1138
C -4.057 -2.287 -7.533 -0.1949
C -1.863 -0.336 -5.141 -0.2096
C 2.398 -5.163 2.143 -0.1139
C 6.174 -0.578 -0.504 -0.0643
C -5.430 -1.612 -7.403 -0.2212
C 4.597 1.896 -0.271 -0.2495
C 0.497 -2.986 -0.560 -0.0906
C 7.554 3.217 0.397 -0.3325
C -1.855 -3.279 8.153 -0.1944
C 2.558 4.112 -3.040 -0.1195
C -2.414 -1.526 -3.162 -0.1082
C 4.647 4.030 0.612 -0.3273
C 0.051 -1.287 6.530 -0.1061
C 1.228 -0.632 1.471 -0.1987
C 0.577 -2.440 2.996 -0.1973
C -0.342 -3.017 8.134 -0.2155
C -2.640 -1.089 8.928 -0.2090
C 0.991 -3.815 3.511 -0.1984
C -5.912 -1.444 -5.067 -0.0999
C 1.026 2.490 -2.220 -0.2011
C 5.309 1.598 -1.579 -0.0120
C 0.159 -0.815 0.387 -0.2164
C -0.438 4.464 -5.627 -0.0979
H 2.127 -0.234 0.988 0.0906
H -4.380 1.090 6.273 0.0888
H -3.356 0.889 9.317 0.1214
H 0.132 -0.640 7.408 0.0916
H 0.891 0.130 2.183 0.1185
H -2.056 -0.356 -7.282 0.1238
H -0.786 -1.205 0.781 0.1137
H -5.612 -0.400 -5.191 0.0881
H -6.818 -1.469 -4.457 0.0896
H -0.994 -0.996 -5.064 0.1243
H 5.226 2.364 -2.410 0.1062
H 3.997 4.958 0.764 0.1480
H -3.539 0.052 -6.396 0.1016
H 1.211 1.412 -2.147 0.1200
H 0.360 -3.435 -1.547 0.0895
H -0.026 -2.297 8.895 0.1101
H -6.003 -1.878 -8.297 0.1213
H -1.346 -1.577 -2.929 0.0773
H -2.525 -1.749 7.009 0.0643
H -3.332 -0.272 5.770 0.0747
H -0.141 4.647 -2.988 0.0638
H 6.671 0.124 -2.662 0.1105
H -0.072 0.180 -0.007 0.1077
H -2.886 3.915 -2.292 0.1189
H 1.909 4.988 -2.940 0.0820
H -4.218 -3.370 -7.532 0.1193
H -0.352 3.374 -5.594 0.0847
H 6.799 -1.512 -0.580 0.1021
H 2.346 -5.998 1.443 0.0913
H -2.125 -3.746 9.106 0.1189
H 9.200 1.560 0.656 0.1000
H -2.308 5.499 -2.782 0.1192
H -2.740 -2.458 -3.633 0.0794
H -0.328 -2.571 2.393 0.1065
H -3.516 4.327 -4.561 0.1241
H 0.206 -4.182 4.180 0.1226
H -3.626 -2.035 -8.508 0.1170
H 0.334 -1.797 3.846 0.0956
H -2.832 1.398 5.466 0.0867
H 6.286 4.376 -1.496 0.0556
H -0.351 -3.273 0.067 0.0935
H -0.702 2.271 -3.449 0.0931
H 5.513 -0.995 1.695 0.1133
H 3.239 4.288 -3.876 0.0925
H -2.337 3.041 -4.634 0.1001
H -0.887 -1.104 6.004 0.0686
H -0.192 4.796 -6.637 0.0911
H 1.919 -3.769 4.087 0.1234
H 3.151 3.981 -2.130 0.0498
H -1.039 2.174 -1.709 0.1212
H 0.861 -1.032 5.842 0.0793
H -3.082 -1.445 9.864 0.1244
H 4.119 1.274 1.865 0.1204
H -3.451 -2.301 -5.601 0.0658
H -2.966 -1.407 -2.228 0.0913
H -5.368 -0.518 -7.404 0.1090
H 4.878 3.577 1.637 0.1320
H 0.149 -3.960 8.395 0.1212
H 2.963 -4.354 1.668 0.0699
H 2.011 -2.497 1.554 0.0636
H -5.147 -2.003 -4.528 0.0677
H -2.076 -4.013 7.371 0.1185
H -4.408 -0.020 8.230 0.1223
H -1.595 -0.823 9.120 0.1006
H 0.284 4.926 -4.952 0.0665
H 2.915 -5.499 3.046 0.0889
H 1.345 2.944 -1.277 0.1129
H 1.427 -3.383 -0.154 0.0686
H -1.491 0.694 -5.184 0.0975